Entry 1:
{
  "formula": "C16H44IN4O4",
  "method": "wB97M-V/def2-TZVPD",
  "species": ["I", "C", "C", "C", "O", "C", "N", "H", "H", "H", "H", "H", "H", "H", "H", "H", "H", "H", "C", "C", "C", "O", "C", "N", "H", "H", "H", "H", "H", "H", "H", "H", "H", "H", "H", "C", "C", "C", "O", "C", "N", "H", "H", "H", "H", "H", "H", "H", "H", "H", "H", "H", "C", "C", "C", "O", "C", "N", "H", "H", "H", "H", "H", "H", "H", "H", "H", "H", "H"],
  "xyz": [[0.399653, -1.231645, -1.550405], [6.096063, 3.178941, -3.774310], [5.049539, 4.128173, -4.126061], [5.483552, 5.349403, -4.934063], [5.773963, 6.423007, -4.055353], [6.261316, 7.597305, -4.690134], [3.860266, 3.474869, -4.695192], [6.988042, 3.662567, -3.376091], [6.248270, 2.549364, -4.650986], [5.668823, 2.633916, -2.932569], [4.786846, 4.586351, -3.172554], [4.712343, 5.693817, -5.623051], [6.401042, 5.214886, -5.506966], [5.455972, 7.855551, -5.377761], [7.212318, 7.534965, -5.219095], [6.346140, 8.384971, -3.941476], [3.642673, 2.766971, -4.008445], [4.146068, 2.931792, -5.497366], [-5.079339, 1.766591, 1.853892], [-5.657234, 2.267988, 0.485622], [-6.472031, 3.576471, 0.700338], [-6.794582, 4.271099, -0.496243], [-7.165549, 5.604637, -0.206552], [-4.600538, 2.440746, -0.464011], [-4.659594, 2.592478, 2.428202], [-4.295699, 1.045025, 1.622907], [-5.853343, 1.251860, 2.423163], [-6.366613, 1.556368, 0.063148], [-5.830030, 4.220007, 1.301831], [-7.355674, 3.341440, 1.293668], [-8.114441, 5.732115, 0.314469], [-7.268672, 6.164034, -1.136361], [-6.367102, 6.179207, 0.262963], [-3.821404, 2.955143, -0.078739], [-4.190904, 1.536769, -0.651474], [1.392818, 0.383590, 5.230825], [2.768248, 0.457552, 4.518716], [3.421638, -0.878136, 4.163421], [3.704416, -1.434015, 5.462362], [4.325482, -2.731945, 5.385234], [2.556621, 1.256838, 3.317999], [1.253495, 1.358995, 5.696962], [1.383969, -0.366065, 6.022048], [0.470333, 0.172495, 4.689935], [3.564279, 0.967076, 5.061693], [4.318689, -0.839916, 3.545405], [2.678261, -1.461329, 3.619932], [4.433272, -3.204502, 6.361533], [5.329367, -2.545350, 5.003812], [3.828946, -3.394010, 4.675851], [1.768774, 1.888811, 3.315887], [2.332726, 0.567366, 2.614717], [-2.968598, -7.284652, -2.855388], [-3.340107, -7.299810, -1.367666], [-2.226228, -7.914977, -0.509369], [-2.667334, -8.113322, 0.831343], [-1.821688, -8.923794, 1.624074], [-3.602501, -5.907494, -0.970378], [-3.764075, -6.904105, -3.496079], [-2.695315, -8.308792, -3.109471], [-2.134044, -6.642054, -3.135929], [-4.284314, -7.843543, -1.337056], [-1.491583, -7.110841, -0.551304], [-1.936781, -8.818211, -1.046483], [-1.329663, -9.814260, 1.232810], [-2.295332, -9.036801, 2.599264], [-0.949545, -8.317785, 1.869458], [-2.771211, -5.338688, -1.044606], [-3.893152, -5.855512, -0.004494]],
  "forces_ev_per_a": [[0.01, -0.01, 0.08], [0.75, -0.91, 0.48], [-1.22, 2.28, -0.11], [0.44, 0.63, -0.42], [0.82, 0.20, 0.99], [-1.34, -0.32, 0.16], [0.41, 0.34, 0.46], [0.24, -0.05, -0.37], [0.66, -0.36, 0.28], [0.33, -0.71, -0.17], [-0.69, 0.16, -0.01], [-0.34, -0.25, -0.15], [0.13, -0.62, -0.38], [0.24, 0.61, -0.49], [0.13, -0.53, -0.05], [-0.05, -0.17, 0.09], [-0.62, -0.26, 0.09], [0.08, -0.06, -0.40], [-0.98, -0.12, -0.89], [-0.43, 0.55, 0.81], [1.11, -0.31, -0.10], [-0.30, 0.07, 0.58], [0.28, 0.47, -1.03], [0.47, 0.07, -0.82], [0.02, -0.01, 0.03], [0.00, 0.02, 0.15], [0.04, 0.09, 0.30], [0.14, -0.34, 0.06], [0.07, 0.32, 0.25], [-0.29, 0.03, 0.04], [-0.01, -0.32, 0.40], [-0.22, -0.44, -0.41], [0.15, -0.29, 0.72], [0.00, 0.42, 0.19], [-0.02, -0.23, -0.30], [0.85, -0.39, 1.51], [-0.71, 0.78, -0.85], [-1.01, -0.13, 1.26], [-0.03, -1.21, -0.36], [0.38, 1.20, -0.56], [0.86, -0.56, -1.34], [-0.14, 0.04, 0.15], [0.22, 0.08, 0.31], [0.54, 0.01, -0.95], [-0.52, 0.13, 0.88], [0.16, 0.46, 0.04], [-0.07, -0.53, -0.03], [-0.41, 0.30, 0.06], [0.32, -0.33, -0.11], [-0.29, -0.06, 0.10], [-0.05, -0.05, 0.55], [-0.13, 0.26, -0.73], [0.43, -0.29, 0.06], [-0.06, 1.48, -0.31], [-1.13, 0.59, -0.57], [-0.22, -1.12, -0.91], [1.04, 1.77, 0.83], [-0.65, -0.29, 0.07], [-0.33, -0.34, 0.29], [-0.10, -0.03, -0.50], [0.35, 0.02, 0.51], [0.02, -0.20, 0.54], [0.82, -0.44, 0.17], [0.53, -0.38, 0.56], [-0.99, -0.45, -0.54], [-0.29, -0.58, -0.30], [0.42, 0.30, 0.11], [0.21, 0.07, -0.17], [-0.05, -0.07, 0.15]],
  "mulliken_charge": [-1.00, -1.50, 0.51, -0.76, -0.32, -0.71, -0.74, 0.37, 0.35, 0.39, 0.24, 0.43, 0.35, 0.31, 0.27, 0.25, 0.32, 0.26, -1.35, 0.36, -0.81, -0.31, -0.77, -0.67, 0.37, 0.39, 0.35, 0.36, 0.35, 0.33, 0.29, 0.29, 0.33, 0.23, 0.26, -1.34, 0.48, -0.82, -0.31, -0.74, -0.69, 0.33, 0.36, 0.35, 0.16, 0.44, 0.38, 0.24, 0.29, 0.31, 0.26, 0.29, -1.41, 0.37, -0.54, -0.28, -0.81, -0.73, 0.36, 0.37, 0.34, 0.29, 0.27, 0.32, 0.31, 0.27, 0.33, 0.27, 0.27],
  "orbital_gap_ev": 6.1,
  "e_lumo_ev": 2.51,
  "spin_multiplicity": 1,
  "e_above_lowest_ev": 2.715,
  "charge": -1,
  "homo_ha": -0.13074
}



Entry 2:
{
  "formula": "C29H63BN19O10Si",
  "method": "wB97M-V/def2-TZVPD",
  "species": ["C", "Si", "C", "C", "N", "C", "N", "C", "C", "B", "O", "O", "C", "C", "C", "C", "C", "C", "C", "C", "C", "C", "C", "C", "C", "C", "C", "N", "H", "H", "H", "H", "H", "H", "H", "H", "H", "H", "H", "H", "H", "H", "H", "H", "H", "H", "H", "H", "H", "H", "H", "H", "H", "H", "H", "H", "H", "H", "H", "C", "O", "N", "N", "H", "H", "H", "H", "C", "O", "N", "N", "H", "H", "H", "H", "C", "O", "N", "N", "H", "H", "H", "H", "C", "O", "N", "N", "H", "H", "H", "H", "C", "O", "N", "N", "H", "H", "H", "H", "C", "O", "N", "N", "H", "H", "H", "H", "C", "O", "N", "N", "H", "H", "H", "H", "C", "O", "N", "N", "H", "H", "H", "H"],
  "xyz": [[-1.692390, 0.495811, 3.152036], [-2.534445, 1.571592, 1.803418], [-2.284350, 3.428265, 2.367520], [-4.465103, 1.310135, 1.810761], [-1.803687, 1.457667, 0.162870], [-1.343126, 0.301961, -0.426149], [-0.814491, 0.445288, -1.824037], [0.455518, -0.334526, -2.051779], [1.588614, 0.592958, -2.761119], [1.727707, 0.095612, -4.343918], [3.023624, -0.294133, -4.937666], [0.545926, -0.022188, -5.248640], [0.994827, -1.117044, -0.697068], [2.263107, -2.038786, -1.126574], [3.713663, -1.449525, -0.700169], [5.038212, -2.345826, -1.059328], [6.539836, -1.797612, -0.708407], [6.817908, -0.360379, -0.017015], [5.494912, 0.509304, 0.364046], [3.999236, -0.039304, 0.010830], [-0.300798, -1.956164, -0.147892], [0.049559, -3.104356, 0.942176], [0.242685, -2.900318, 2.524051], [0.544065, -4.197481, 3.467686], [0.669465, -5.713328, 2.900558], [0.494765, -5.895393, 1.297268], [0.175507, -4.628730, 0.354289], [-1.409631, -1.003738, 0.300162], [-0.672188, 0.976965, 3.501818], [-1.602444, -0.632991, 2.903425], [-2.388426, 0.559514, 4.104973], [-2.941680, 4.158571, 1.734167], [-1.155341, 3.698318, 2.168247], [-2.479289, 3.516368, 3.517930], [-4.789833, 0.470680, 1.079647], [-4.753041, 1.010764, 2.909344], [-5.000854, 2.337593, 1.621529], [-1.765144, 2.350186, -0.400977], [-1.515248, 0.084430, -2.503225], [0.187346, -1.198300, -2.809491], [2.651154, 0.517823, -2.303869], [1.195637, 1.698447, -2.833430], [2.898976, -1.049334, -5.580146], [0.522729, -0.983993, -5.548901], [1.278778, -0.370625, 0.162588], [2.260021, -2.076367, -2.307868], [2.216226, -3.143321, -0.776579], [4.878620, -3.372325, -1.572039], [7.451635, -2.470650, -1.014585], [7.904251, -0.004387, 0.178703], [5.677661, 1.535024, 0.886605], [3.127283, 0.669227, 0.292626], [-0.742063, -2.504526, -1.097700], [0.159176, -1.845419, 2.998894], [0.651023, -4.050010, 4.626007], [0.874068, -6.650119, 3.573420], [0.589400, -6.994751, 0.898684], [0.042541, -4.861498, -0.794415], [-2.322573, -1.489422, 0.164897], [-1.334622, 3.145665, -7.174369], [-1.448938, 3.736146, -6.109985], [-0.553101, 2.056671, -7.322663], [-1.979799, 3.531383, -8.294336], [-0.445523, 1.557807, -8.188775], [-0.052258, 1.735115, -6.506060], [-2.575999, 4.343892, -8.225131], [-1.898774, 3.059513, -9.178257], [9.247951, -4.262212, 1.386326], [9.711374, -4.200660, 0.258090], [8.450141, -3.302845, 1.899067], [9.492574, -5.294581, 2.219529], [8.058780, -3.334591, 2.824460], [8.242810, -2.512187, 1.305896], [10.086233, -6.034646, 1.872895], [9.120636, -5.363178, 3.150859], [1.286918, 6.921059, -5.645486], [2.133636, 7.764985, -5.397880], [0.823372, 6.696974, -6.892306], [0.739077, 6.136907, -4.693886], [0.126748, 6.006947, -7.115553], [1.208019, 7.263490, -7.634692], [1.058856, 6.273025, -3.745846], [0.040694, 5.436566, -4.878068], [1.859832, -1.328726, 6.082238], [0.994135, -2.188889, 6.139279], [2.136772, -0.504397, 7.113145], [2.615549, -1.127300, 4.982819], [2.844599, 0.208945, 7.085683], [1.592634, -0.622817, 7.955775], [2.439431, -1.725110, 4.187474], [3.332170, -0.425385, 4.916424], [-5.556889, -2.820871, 0.461152], [-4.443632, -2.631149, -0.011442], [-6.400414, -1.813978, 0.762572], [-6.036998, -4.053631, 0.721914], [-7.318328, -1.947403, 1.151695], [-6.077320, -0.874807, 0.581816], [-5.434703, -4.836320, 0.509830], [-6.947699, -4.229642, 1.109575], [-5.382949, -0.502069, 5.487290], [-5.847674, 0.091247, 4.525041], [-5.247975, 0.070838, 6.700644], [-4.964024, -1.782112, 5.420609], [-4.868370, -0.400194, 7.503594], [-5.550523, 1.030078, 6.792679], [-5.048290, -2.247834, 4.528128], [-4.579221, -2.287048, 6.200110], [-8.855877, 1.293294, 0.930699], [-9.057447, 0.114396, 1.176343], [-9.399184, 1.920890, -0.132521], [-8.068954, 2.070171, 1.702078], [-9.243974, 2.889823, -0.350777], [-9.994895, 1.371876, -0.735736], [-7.642805, 1.634072, 2.508141], [-7.886688, 3.041458, 1.518081], [3.988320, 4.050219, -1.879796], [3.862010, 4.651236, -0.824042], [4.791216, 2.974967, -2.015437], [3.335064, 4.406748, -3.005394], [4.907653, 2.467430, -2.875506], [5.298571, 2.673603, -1.195923], [2.722356, 5.207146, -2.947602], [3.426207, 3.924370, -3.882673]],
  "forces_ev_per_a": [[0.29, -0.37, 1.25], [-1.63, 1.06, 3.02], [0.99, 0.27, -0.55], [-0.19, 0.06, 0.29], [1.26, -2.83, -2.22], [-1.09, 0.66, -0.17], [-0.23, -0.93, 2.28], [1.28, -1.37, -0.19], [-0.14, 0.37, -1.35], [0.75, -0.64, -1.64], [-3.06, -0.64, 1.10], [1.93, -1.86, 1.86], [-0.74, 0.23, 0.05], [0.76, 0.47, -0.67], [4.36, 1.14, 0.82], [0.46, 3.93, 1.95], [-2.76, 1.73, 0.38], [-4.96, -1.80, -0.96], [0.39, -3.70, -1.85], [2.74, -1.72, -0.71], [0.47, -1.33, -1.26], [0.44, -3.35, 2.16], [0.27, -3.83, -1.87], [-0.37, -1.01, -2.84], [-0.88, 3.96, -3.24], [-0.30, 3.28, 2.10], [0.53, -0.09, 3.36], [1.33, 2.18, -1.81], [-1.86, -1.18, -0.86], [0.02, 2.08, 0.43], [1.20, -0.01, -1.92], [1.15, -1.23, 1.40], [-2.11, -0.28, 0.53], [0.22, -0.07, -2.26], [0.35, 1.62, 1.29], [0.49, 0.31, -2.09], [0.97, -2.09, -0.03], [0.19, -1.64, 0.38], [0.30, 0.52, 0.90], [0.50, 1.50, 1.57], [-1.98, 0.30, -0.41], [0.86, -1.99, 0.56], [0.27, 1.53, 0.68], [-0.07, 1.93, 0.13], [-0.41, -1.24, -1.69], [0.09, 0.02, 2.26], [-0.17, 2.02, -0.32], [0.49, 1.98, 1.02], [-1.98, 1.40, 0.68], [-2.24, -0.63, -0.35], [-0.70, -2.06, -1.06], [1.69, -1.37, -0.57], [1.07, 0.67, 1.86], [0.16, -2.15, -0.86], [-0.22, -0.01, -2.53], [-0.45, 2.22, -1.36], [-0.27, 2.56, 0.53], [0.23, 0.74, 2.57], [0.22, 0.68, 0.35], [0.07, -0.11, 0.03], [0.11, 0.34, 0.33], [0.64, -0.62, 0.35], [-0.68, 0.72, -0.61], [-0.03, 0.11, 0.12], [-0.16, -0.11, -0.26], [0.14, -0.28, -0.07], [0.00, 0.06, 0.14], [0.29, -0.02, -0.56], [-0.09, 0.06, -0.05], [-0.64, 1.05, 0.14], [0.42, -1.07, 0.42], [0.06, 0.00, -0.16], [-0.02, -0.24, 0.26], [-0.19, 0.23, 0.14], [0.07, 0.02, -0.15], [0.56, 0.65, 0.06], [-0.01, -0.09, 0.02], [-0.17, 0.03, -1.27], [-0.22, -0.73, 1.22], [0.04, 0.04, 0.13], [-0.12, -0.17, 0.26], [-0.26, 0.12, -0.36], [-0.05, -0.01, -0.09], [-0.25, -0.27, 0.10], [-0.16, -0.10, -0.05], [-0.12, 0.48, 1.03], [0.36, -0.09, -1.16], [-0.10, -0.13, 0.00], [0.21, 0.05, -0.24], [0.14, 0.14, 0.20], [-0.09, -0.12, 0.02], [-0.42, 0.33, 0.17], [0.88, 0.20, -0.23], [-0.02, 0.65, 0.01], [0.20, -1.12, 0.02], [-0.02, 0.23, -0.06], [-0.36, -0.32, 0.10], [-0.23, 0.21, 0.08], [0.11, 0.08, -0.09], [-0.09, -0.01, -0.04], [-0.06, 0.23, -0.27], [-0.02, 0.86, 0.72], [0.22, -0.93, -0.53], [-0.07, 0.05, -0.12], [0.07, -0.32, 0.03], [0.03, 0.10, 0.29], [-0.06, 0.08, -0.11], [-0.10, -0.37, 0.10], [0.09, -0.28, -0.04], [-0.60, 0.13, -1.02], [0.82, 0.31, 0.87], [-0.05, -0.15, 0.07], [0.16, 0.21, 0.19], [-0.09, 0.13, -0.14], [-0.09, -0.14, 0.03], [0.01, 0.33, 0.46], [-0.09, -0.07, 0.09], [0.70, -0.88, 0.28], [-0.89, 0.46, -0.65], [0.04, 0.07, 0.12], [-0.13, 0.02, -0.34], [0.36, -0.23, -0.13], [0.04, 0.17, 0.08]],
  "mulliken_charge": [-0.61, 0.16, -1.02, -0.07, 0.08, -0.02, -0.29, -0.16, -0.45, 0.86, -0.60, -0.70, 0.56, -0.74, 0.72, -0.57, -0.43, -0.60, -0.92, -0.13, -0.32, 0.27, -0.22, -0.49, -0.49, -0.51, -0.52, 0.32, 0.25, 0.13, 0.25, 0.33, 0.28, 0.27, -0.34, 0.08, 0.25, 0.37, 0.31, 0.38, -0.33, 0.26, 0.27, 0.28, 0.09, 0.19, 0.51, 0.30, 0.47, 0.38, 0.55, 0.22, 0.43, 0.26, 0.32, 0.32, 0.28, 0.25, 0.14, 0.69, -0.69, -0.30, -0.40, 0.15, 0.15, 0.25, 0.16, 0.66, -0.64, -0.32, -0.40, 0.16, 0.17, 0.23, 0.16, 0.60, -0.66, -0.33, -0.36, 0.16, 0.20, 0.23, 0.21, 0.67, -0.62, -0.43, -0.32, 0.15, 0.22, 0.18, 0.17, 0.72, -0.72, -0.20, -0.43, 0.18, 0.13, 0.22, 0.17, 0.76, -0.68, -0.44, -0.39, 0.15, 0.22, 0.19, 0.16, 0.69, -0.66, -0.41, -0.36, 0.16, 0.23, 0.18, 0.17, 0.70, -0.69, -0.30, -0.23, 0.14, 0.14, 0.05, 0.14],
  "orbital_gap_ev": 7.0,
  "e_lumo_ev": -3.53,
  "spin_multiplicity": 1,
  "charge": 1,
  "homo_ha": -0.38831
}